(1)
This record from OMol25 describes a structure of composition C5H5OSn. The level of theory is ωB97M-V with the def2-TZVPD basis set.

The LUMO energy (alpha / beta) is -0.2240 / -0.2234 Ha. The HOMO energy (alpha / beta) is -0.434 / -0.453 Ha. Its gap between HOMO and LUMO (alpha / beta) is 5.7 / 6.3 eV. Its charge is +1. The energy relative to the best compared isomer or geometry (same formula, charge and spin) comes out at 0.0 kJ/mol.

Positions of all 12 atoms, in Å:
1 C 0.393 0.219 -1.414
2 C -0.172 0.308 -2.627
3 C 1.261 -0.955 -1.522
4 O 1.377 -1.667 -0.485
5 Sn 0.249 -0.413 0.636
6 H -0.496 1.427 -2.513
7 H 0.333 0.221 -3.598
8 H 2.015 -1.083 -2.322
9 C -0.675 0.113 2.428
10 C -1.273 0.481 3.496
11 H -1.052 0.009 4.463
12 H -1.961 1.339 3.457

***

(2)
This record from OMol25 describes an isolated molecule of C2H5IO2. The level of theory is ωB97M-V with the def2-TZVPD basis set.

The LUMO energy is 0.0100 Ha. The HOMO energy is -0.338 Ha. Its gap between HOMO and LUMO is 9.5 eV. Its structure (SMILES) is CO[C@H](O)I. Its charge is 0. The energy relative to the best compared isomer or geometry (same formula, charge and spin) comes out at 132.4 kJ/mol.

Positions of all 10 atoms, in Å:
1 C 1.027 1.048 -0.189
2 C -0.576 -0.666 0.310
3 O -0.828 -1.926 0.038
4 O 0.400 -0.214 -0.488
5 I -2.598 0.567 -0.020
6 H 1.736 1.249 -0.997
7 H 1.783 0.963 0.576
8 H 0.358 1.792 0.142
9 H -0.278 -0.620 1.506
10 H -1.023 -2.195 -0.878

***

(3)
This record from OMol25 describes a structure of composition C10CsF30KN5O20S10. The level of theory is ωB97M-V with the def2-TZVPD basis set.

The LUMO energy is 0.1195 Ha. The HOMO energy is -0.106 Ha. Its gap between HOMO and LUMO is 6.1 eV. Its charge is -3. The energy relative to the best compared isomer or geometry (same formula, charge and spin) comes out at 0.0 kJ/mol.

Positions of all 77 atoms, in Å:
1 K 0.727 1.047 -0.272
2 Cs 3.010 3.591 1.699
3 C -0.816 5.139 0.170
4 F -0.290 4.410 -0.818
5 F 0.043 5.997 0.500
6 F -1.885 5.835 -0.212
7 S -1.366 3.939 1.642
8 O -1.688 4.877 2.745
9 O -2.495 3.275 1.064
10 N 0.079 2.919 1.930
11 S -0.475 1.965 3.053
12 O -1.138 2.644 4.161
13 O -1.289 0.953 2.349
14 C 1.082 1.009 3.736
15 F 0.744 0.322 4.854
16 F 1.491 0.269 2.741
17 F 2.111 1.790 4.119
18 C -8.941 3.704 -2.405
19 F -9.630 4.726 -2.015
20 F -9.392 3.288 -3.622
21 F -7.658 4.055 -2.425
22 S -9.048 2.352 -1.049
23 O -8.882 3.053 0.225
24 O -10.356 1.673 -1.112
25 N -7.775 1.240 -1.630
26 S -6.710 1.416 -0.619
27 O -6.207 2.779 -0.476
28 O -7.107 0.679 0.581
29 C -5.219 0.514 -1.328
30 F -4.738 1.149 -2.438
31 F -4.230 0.472 -0.400
32 F -5.523 -0.701 -1.722
33 C 4.068 -0.874 -1.250
34 F 5.243 -1.553 -1.404
35 F 3.569 -0.688 -2.480
36 F 3.232 -1.631 -0.462
37 S 4.466 0.933 -0.585
38 O 4.157 0.903 0.836
39 O 5.890 1.261 -0.811
40 N 3.196 1.916 -1.264
41 S 3.907 2.558 -2.437
42 O 4.788 3.641 -1.961
43 O 4.574 1.672 -3.328
44 C 2.591 3.362 -3.620
45 F 2.189 2.555 -4.571
46 F 1.492 3.673 -2.910
47 F 3.103 4.531 -4.096
48 C 5.936 -7.098 4.347
49 F 6.164 -8.403 4.609
50 F 5.210 -6.574 5.354
51 F 7.109 -6.431 4.298
52 S 5.033 -6.995 2.643
53 O 5.900 -7.550 1.548
54 O 3.750 -7.712 2.820
55 N 4.889 -5.239 2.665
56 S 3.338 -4.922 2.418
57 O 2.935 -5.220 1.057
58 O 2.517 -5.461 3.494
59 C 3.486 -3.047 2.675
60 F 4.269 -2.485 1.853
61 F 2.303 -2.464 2.733
62 F 4.067 -2.894 3.852
63 C -0.159 0.666 -3.746
64 F -0.463 1.858 -3.250
65 F -0.298 0.651 -5.081
66 F 1.152 0.413 -3.416
67 S -1.367 -0.758 -2.971
68 O -2.681 -0.076 -2.810
69 O -1.357 -1.849 -4.026
70 N -0.602 -0.926 -1.429
71 S -0.801 -2.437 -1.456
72 O -2.157 -3.005 -1.542
73 O 0.300 -3.028 -2.210
74 C -0.410 -2.848 0.429
75 F -1.433 -2.382 1.132
76 F -0.277 -4.151 0.572
77 F 0.755 -2.273 0.754